The following is a DFT calculation (ωB97M-V with the def2-TZVPD basis set) of a 6-piece molecular cluster, C19H52N5O8 overall in a non-equilibrium geometry.

Each line ends with the Mulliken charge.
Atoms and positions in Å:
N 5.39844 -5.57044 17.59951  0.96
O 6.42944 -6.26964 17.64734  -0.68
O 4.87202 -5.27764 16.51994  -0.68
O 4.87869 -5.15304 18.67057  -0.70
C 0.31246 -5.16831 18.50292  -1.59
C 1.56440 -5.46508 17.70818  1.56
C 1.28225 -6.44389 16.58482  -1.34
O 2.01958 -4.23751 17.13276  -0.67
H 0.42124 -4.41476 19.28879  0.35
H -0.07652 -6.00607 19.09562  0.31
H -0.52498 -4.87455 17.85973  0.38
H 2.31711 -5.80776 18.42685  -0.31
H 2.18243 -6.64999 15.99984  0.25
H 0.62556 -5.90384 15.89251  0.38
H 0.84514 -7.38925 16.90157  0.31
H 2.98834 -4.22961 17.17038  0.27
C 5.95868 -9.22227 20.59053  -1.18
C 4.87336 -9.43522 19.56072  0.32
C 3.57960 -8.82710 20.08742  -0.07
O 2.57718 -8.96428 19.10562  -0.35
C 1.31021 -8.63618 19.58086  -0.81
N 5.22881 -8.92851 18.22590  -0.65
H 5.68959 -9.78905 21.49142  0.47
H 5.98603 -8.18502 20.93793  -0.08
H 6.93924 -9.53787 20.24522  0.33
H 4.65928 -10.50381 19.43038  0.33
H 3.73779 -7.75710 20.30939  -0.19
H 3.24098 -9.29572 21.02499  0.51
H 1.02247 -9.18103 20.49800  0.38
H 0.53115 -8.92556 18.87164  0.32
H 1.17086 -7.57207 19.79938  0.19
H 4.37669 -9.05509 17.68357  0.44
H 5.35254 -7.91457 18.26504  0.03
C 6.68667 -4.15985 23.22098  -1.56
C 5.81808 -4.83214 22.14846  1.71
C 4.65419 -5.58748 22.75975  -0.82
O 5.16275 -6.65758 23.53316  -0.32
C 4.12759 -7.40864 24.10724  -0.66
N 5.28897 -3.84921 21.21102  -0.84
H 6.04634 -3.81272 24.03810  0.35
H 7.17467 -3.27681 22.80633  0.46
H 7.44311 -4.83191 23.61982  0.31
H 6.41820 -5.58751 21.61078  -0.66
H 3.99872 -5.97947 21.97276  0.14
H 4.10395 -4.88517 23.40717  0.49
H 3.47894 -7.86310 23.34951  0.19
H 3.52100 -6.78435 24.78066  0.32
H 4.58334 -8.19116 24.71508  0.26
H 5.04657 -4.36477 20.36167  0.47
H 6.02926 -3.23026 20.90015  0.30
C 3.05285 -1.99329 13.47101  -1.51
C 2.27645 -3.26777 13.19220  0.70
C 2.37093 -3.65711 11.72991  -0.87
O 3.71213 -3.75255 11.33426  -0.29
C 3.89300 -3.76732 9.93933  -0.80
N 2.79794 -4.33796 14.02466  -0.43
H 2.63532 -1.48910 14.34805  0.38
H 3.00631 -1.29740 12.63261  0.36
H 4.08998 -2.21905 13.71746  0.35
H 1.21137 -3.04891 13.38646  0.25
H 1.83309 -2.90564 11.12291  0.42
H 1.84644 -4.60984 11.54406  0.37
H 4.67507 -4.49095 9.71375  0.23
H 4.15980 -2.76107 9.60037  0.25
H 2.98008 -4.07813 9.41809  0.36
H 2.76748 -4.06792 15.00582  0.16
H 2.20405 -5.16126 13.99605  0.19
C 9.22289 -6.39327 20.41378  -0.95
C 10.32924 -6.72246 19.45104  0.71
C 11.67395 -6.16176 19.90704  -0.89
O 11.67116 -4.76020 20.16950  -0.32
C 11.43610 -3.96307 19.04885  -0.72
N 10.38546 -8.15843 19.23806  -0.62
H 9.30748 -5.36152 20.75186  0.37
H 9.40236 -6.99295 21.31739  0.32
H 8.26254 -6.63434 19.96567  0.04
H 10.10646 -6.30137 18.46414  0.15
H 12.45046 -6.36229 19.15303  0.37
H 11.96178 -6.64545 20.84387  0.27
H 11.33167 -2.93199 19.38761  0.25
H 10.53183 -4.22077 18.48781  0.30
H 12.26808 -3.98774 18.32377  0.30
H 10.14916 -8.72895 20.03245  0.21
H 11.17991 -8.48873 18.71601  0.19

Properties
2S+1: 1
HOMO-LUMO gap in eV: 8.4
HOMO energy in eV: -5.605
E_LUMO in eV: 2.767
Charge: -1
E in Ha: -1630.6991



The following is a DFT calculation (ωB97M-V with the def2-TZVPD basis set) of a 7-piece molecular cluster, C19H52NO8PS overall in a non-equilibrium geometry.

Each line ends with the Mulliken charge.
Atoms and positions in Å:
O -0.26064 -4.68128 -0.45315  -0.47
C -0.28511 -3.92990 -1.38022  0.45
O 0.74434 -3.13082 -1.69439  -0.43
N -1.38870 -3.81959 -2.30747  -0.29
P -2.72690 -2.98092 -1.66779  0.29
S -2.26547 -1.91642 -0.11642  -0.21
H 0.41451 -2.22130 -1.71214  0.30
H -1.61011 -4.71774 -2.71691  0.33
H -3.78257 -3.87378 -1.40644  0.05
H -3.12410 -2.13485 -2.71175  0.05
C -7.11764 -3.67106 1.97037  -1.44
C -5.70689 -3.40039 1.46894  0.53
C -4.70011 -3.36664 2.60714  -0.92
O -5.66101 -2.16438 0.75660  -0.51
H -7.43624 -2.88088 2.65516  0.35
H -7.82432 -3.68598 1.13955  0.35
H -7.17566 -4.62600 2.49475  0.37
H -5.42219 -4.17408 0.75229  0.18
H -4.93953 -2.56571 3.31026  0.28
H -3.70095 -3.16605 2.22005  0.06
H -4.67966 -4.30941 3.15618  0.38
H -5.90113 -1.46374 1.36969  0.35
C 0.64076 -0.72788 1.43426  -0.39
C 1.82981 -0.25571 0.61471  0.22
C 2.75654 0.62259 1.43896  -1.38
O 1.36912 0.45344 -0.54140  -0.38
H 0.05093 0.12365 1.78703  0.38
H -0.01508 -1.34310 0.81749  -0.36
H 0.96414 -1.30629 2.30125  0.29
H 2.37912 -1.11967 0.23667  0.27
H 2.23241 1.51082 1.78713  0.26
H 3.60427 0.95791 0.83747  0.38
H 3.13507 0.08602 2.30885  0.35
H 0.87460 1.22015 -0.23552  0.29
C 0.85611 1.46444 -5.55839  -1.11
C 1.06709 2.62919 -4.60536  0.46
C 2.41968 2.54456 -3.91836  -1.10
O 0.02785 2.65875 -3.62423  -0.58
H 0.87953 0.51382 -5.01676  0.28
H -0.11943 1.53712 -6.04093  0.32
H 1.62609 1.44572 -6.32925  0.27
H 0.99389 3.56712 -5.15712  0.21
H 2.48533 1.62941 -3.32326  0.34
H 2.55641 3.38406 -3.23526  0.29
H 3.23507 2.54852 -4.64352  0.27
H 0.07830 1.83726 -3.12443  0.33
C -1.30832 -4.48572 6.32861  -1.50
C -1.65173 -3.56136 5.17013  0.63
C -0.57172 -2.51185 4.95486  -1.31
O -2.90958 -2.92754 5.40398  -0.52
H -1.22612 -3.91796 7.25971  0.36
H -2.09279 -5.22965 6.46975  0.37
H -0.36397 -5.00365 6.15577  0.38
H -1.77462 -4.14792 4.25912  0.28
H -0.46694 -1.88303 5.84411  0.33
H -0.83456 -1.85811 4.12270  0.26
H 0.39368 -2.97351 4.74272  0.42
H -2.83094 -2.39928 6.20386  0.33
C 4.42195 4.19126 -9.30154  -1.33
C 3.45861 4.22999 -8.12507  0.38
C 3.94016 5.18345 -7.04186  -1.19
O 3.29232 2.91955 -7.58317  -0.48
H 5.40514 3.83777 -8.97917  0.35
H 4.06349 3.50230 -10.06651  0.32
H 4.54030 5.17868 -9.74966  0.38
H 2.47244 4.54016 -8.47159  0.26
H 4.90847 4.85976 -6.65025  0.33
H 3.24018 5.19776 -6.20571  0.24
H 4.04526 6.19914 -7.42540  0.41
H 4.15062 2.61946 -7.26824  0.33
C 1.97982 4.06679 5.04683  -1.35
C 1.11360 2.83226 4.84732  0.47
C 0.56362 2.31854 6.16939  -1.28
O 1.86377 1.80627 4.19683  -0.41
H 2.83985 3.83205 5.67990  0.34
H 2.36683 4.42076 4.09109  0.33
H 1.41682 4.87505 5.51550  0.39
H 0.28661 3.07146 4.17770  0.25
H 1.38039 2.03014 6.83680  0.36
H -0.05270 1.43352 6.00788  0.26
H -0.03972 3.07696 6.67022  0.38
H 2.60228 1.57548 4.76899  0.27

Properties
SMILES string: O=C(O)N[PH2]=S.CC(C)O.CC(C)O.CC(C)O.CC(C)O.CC(C)O.CC(C)O
2S+1: 1
ΔE to the lowest compared entry with this formula, charge and spin in kcal/mol: 11.17
HOMO-LUMO gap in eV: 9.5
HOMO energy in eV: -8.907
E_LUMO in eV: 0.565
Charge: 0
E in Ha: -2151.3210